Model i:
{"formula": "C5H15NO2", "method": "ωB97M-V with the def2-TZVPD basis set", "species": ["C", "C", "C", "C", "N", "C", "O", "H", "H", "H", "H", "H", "H", "H", "H", "H", "H", "H", "H", "H", "H", "H", "O"], "xyz": [[0.43, -0.60, -1.57], [0.21, -0.11, -0.15], [0.48, 1.40, -0.09], [-0.50, 2.28, -0.83], [0.95, -0.84, 0.83], [0.48, -2.15, 1.16], [1.06, -3.22, 0.41], [0.03, -1.58, -1.83], [-0.02, 0.00, -2.37], [1.49, -0.71, -1.84], [-0.86, -0.24, 0.04], [1.52, 1.58, -0.42], [0.54, 1.64, 0.97], [-0.08, 3.27, -0.92], [-0.75, 1.89, -1.82], [-1.45, 2.39, -0.29], [1.96, -0.81, 0.78], [-0.60, -2.17, 1.11], [0.75, -2.44, 2.18], [0.98, -3.08, -0.55], [-2.48, 1.81, 2.12], [-1.63, 0.71, 1.44], [-2.53, 0.98, 1.65]], "gap_ev": 10.002, "e_lumo_ev": 0.861, "homo_ev": -9.14, "smiles": "CC[C@@H](C)NCO.O"}

***

Model ii:
{"formula": "C5H15NO2", "method": "ωB97M-V with the def2-TZVPD basis set", "species": ["C", "N", "C", "C", "C", "C", "H", "H", "H", "H", "H", "H", "H", "H", "H", "H", "H", "H", "H", "O", "H", "H", "O"], "xyz": [[-0.70, 0.33, -0.73], [0.20, -0.73, -0.33], [1.44, -0.66, -1.12], [0.51, -0.52, 1.13], [-0.80, 0.06, 1.72], [-1.59, 0.64, 0.51], [-1.35, 0.00, -1.52], [-0.14, 1.25, -0.97], [2.01, 0.26, -0.94], [1.09, -0.54, -2.14], [2.04, -1.56, -1.06], [1.27, 0.27, 1.18], [0.83, -1.50, 1.46], [-0.39, 0.86, 2.33], [-1.42, -0.67, 2.22], [-2.60, 0.26, 0.32], [-1.78, 1.69, 0.73], [-0.88, -2.27, -0.57], [-1.11, -3.29, -1.67], [-1.52, -2.95, -0.88], [1.01, 3.26, -0.32], [1.98, 2.92, 0.80], [1.88, 2.90, -0.15]], "gap_ev": 9.636, "e_lumo_ev": 0.536, "homo_ev": -9.10, "smiles": "CN1CCCC1.O.O"}

***

Model iii:
{"formula": "C5H15NO2", "method": "ωB97M-V with the def2-TZVPD basis set", "species": ["C", "C", "C", "N", "C", "C", "O", "H", "H", "H", "H", "H", "H", "H", "H", "H", "H", "H", "H", "H", "H", "H", "O"], "xyz": [[-2.30, 0.29, 0.12], [-3.01, 1.65, 0.41], [-1.04, 0.33, -0.77], [0.31, 0.93, -0.23], [1.02, 0.11, 0.71], [2.42, -0.15, 0.14], [2.85, 1.05, -0.63], [-3.08, -0.30, -0.39], [-2.05, -0.06, 1.21], [-3.83, 1.43, 1.15], [-2.30, 2.25, 1.05], [-3.18, 2.14, -0.54], [-0.95, -0.68, -1.28], [-1.37, 0.86, -1.73], [0.01, 1.86, 0.10], [0.97, 0.68, 1.74], [0.55, -0.99, 0.82], [3.27, -0.34, 0.79], [2.33, -0.97, -0.61], [2.26, 1.28, -1.31], [-0.72, -3.26, -0.17], [0.59, -2.89, 0.14], [-0.01, -3.66, 0.25]], "gap_ev": 10.088, "e_lumo_ev": 0.687, "homo_ev": -9.40, "smiles": "CCCNCCO.O"}

***

Model iv:
{"formula": "C5H15NO2", "method": "ωB97M-V with the def2-TZVPD basis set", "species": ["C", "C", "O", "C", "N", "C", "C", "H", "H", "H", "H", "H", "H", "H", "H", "H", "H", "H", "H", "H", "H", "H", "O"], "xyz": [[0.89, 0.86, -0.77], [-0.31, 1.74, -1.09], [-0.99, 2.19, 0.06], [0.61, -0.17, 0.31], [1.49, -1.33, 0.25], [1.17, -2.22, 1.35], [2.89, -0.93, 0.36], [1.69, 1.50, -0.38], [1.28, 0.44, -1.70], [-1.02, 1.25, -1.76], [0.01, 2.61, -1.68], [-0.34, 2.44, 0.72], [0.67, 0.31, 1.30], [-0.41, -0.55, 0.22], [1.65, -3.18, 1.20], [1.50, -1.83, 2.33], [0.10, -2.41, 1.37], [3.16, -0.35, -0.52], [3.05, -0.27, 1.22], [3.51, -1.82, 0.39], [-5.01, -0.13, -1.51], [-3.99, -0.41, -0.39], [-4.91, -0.15, -0.54]], "gap_ev": 9.519, "e_lumo_ev": 0.719, "homo_ev": -8.80, "smiles": "CN(C)CCCO.O"}

***

Which one is most stable, and which one is least stable? model i is the most stable of them, while model iii is the least stable.

***

Model i:
{"formula": "C2HN3O3", "method": "ωB97M-V with the def2-TZVPD basis set", "species": ["C", "C", "N", "N", "N", "O", "O", "O", "H"], "xyz": [[-0.15, 0.28, -0.33], [1.12, -0.14, 1.60], [-1.02, -0.78, -0.45], [0.62, 0.56, 0.59], [-1.28, 0.45, -2.28], [-1.65, -0.58, -1.61], [0.98, 0.08, 2.79], [-0.34, 1.01, -1.57], [1.71, -0.88, 1.27]], "gap_ev": [8.284, 8.282], "e_lumo_ev": [-1.918, -1.919], "homo_ev": [-10.20, -10.20]}

***

Model ii:
{"formula": "C2HN3O3", "method": "ωB97M-V with the def2-TZVPD basis set", "species": ["C", "C", "H", "N", "N", "N", "O", "O", "O"], "xyz": [[1.20, 0.15, -0.24], [-1.26, -0.01, -0.04], [-0.19, 0.78, -1.64], [1.25, -0.50, 1.07], [0.28, -0.83, 1.70], [-0.07, 0.40, -0.68], [2.20, 0.51, -0.80], [-1.07, -0.66, 1.16], [-2.34, 0.17, -0.52]], "gap_ev": 10.241, "e_lumo_ev": -1.120, "homo_ev": -11.36, "smiles": "O=c1nnoc(=O)[nH]1"}

***

Model iii:
{"formula": "C2HN3O3", "method": "ωB97M-V with the def2-TZVPD basis set", "species": ["C", "C", "H", "N", "N", "N", "O", "O", "O"], "xyz": [[0.73, 0.36, 0.16], [-1.49, -0.12, 0.58], [2.66, 0.47, -0.11], [0.59, 0.17, -1.46], [-0.36, -0.90, -1.50], [-0.32, 0.46, 1.01], [2.04, 0.52, 0.60], [-1.21, -1.52, -0.19], [-2.64, 0.55, 0.91]], "gap_ev": 8.390, "e_lumo_ev": -2.482, "homo_ev": -10.87, "smiles": "O=c1nc(O)nno1"}

***

Which one is most stable, and which one is least stable? model ii is the most stable of them, while model iii is the least stable.

***

Model i:
{"formula": "C7H10Br2O", "method": "ωB97M-V with the def2-TZVPD basis set", "species": ["C", "C", "C", "C", "C", "C", "C", "O", "Br", "Br", "H", "H", "H", "H", "H", "H", "H", "H", "H", "H"], "xyz": [[-0.50, -0.78, 0.38], [0.25, -1.03, -0.70], [-1.59, 1.77, 0.55], [0.55, -2.40, -1.32], [0.75, 0.08, -1.59], [0.54, 1.15, 1.49], [-0.80, 0.56, 1.11], [-1.74, 2.15, -0.57], [-1.02, -2.20, 1.53], [-2.33, 2.81, 2.06], [1.21, -2.28, -2.07], [-0.50, -2.61, -1.65], [1.01, -2.92, -0.56], [0.18, 0.94, -1.69], [0.94, -0.16, -2.65], [1.58, 0.64, -1.30], [0.87, 0.74, 2.33], [0.62, 2.16, 1.74], [1.35, 1.05, 0.74], [-1.36, 0.33, 2.17]], "gap_ev": 9.770, "e_lumo_ev": 0.646, "homo_ev": -9.12, "smiles": "CC(C)=C(Br)[C@@H](C)C(=O)Br"}

***

Model ii:
{"formula": "C7H10Br2O", "method": "ωB97M-V with the def2-TZVPD basis set", "species": ["C", "C", "C", "C", "C", "C", "C", "O", "Br", "Br", "H", "H", "H", "H", "H", "H", "H", "H", "H", "H"], "xyz": [[-1.42, 0.86, 0.20], [-1.18, -0.80, 1.50], [0.23, -0.68, -0.42], [-1.29, -0.65, -0.05], [-0.51, 0.60, 1.37], [0.66, 0.36, 0.51], [4.75, 0.46, -0.88], [1.68, 0.99, 0.47], [3.67, -1.11, -0.61], [5.96, 0.69, 0.60], [-1.11, 1.59, -0.66], [-2.53, 1.06, 0.38], [-2.13, -0.80, 1.89], [-0.56, -1.66, 1.83], [0.64, -1.59, -0.44], [0.45, -0.33, -1.36], [-1.85, -1.23, -0.75], [-0.41, 1.26, 2.23], [5.41, 0.50, -1.79], [4.20, 1.38, -0.90]], "gap_ev": 9.962, "e_lumo_ev": 0.643, "homo_ev": -9.32}

***

Which one is most stable, and which one is least stable? model i is the most stable of them, while model ii is the least stable.